1.
DFT (ωB97M-V/def2-TZVPD) results for a 18-piece molecular cluster, C98H90F8N10 overall.

- orbital gap (eV) = 9.4
- strongest force on any atom (eV/A) = 4.1
- HOMO level (eV) = -8.901
- electronic energy (eV) = -139721.1214

```
206
Properties=species:S:1:pos:R:3:forces:R:3:lowdin_charge:R:1
F 7.1389 0.4564 -3.8778 -0.1 0.2 -0.3 0.065
C 7.4681 -0.3335 -2.8443 -0.3 0.1 -0.2 -0.298
C 7.2454 0.1629 -1.5692 -0.7 1.8 -0.1 -0.047
C 7.5995 -0.5535 -0.4659 2.3 -2.1 0.1 -0.070
C 8.3101 -1.8092 -0.6869 -2.0 2.1 -0.4 -0.073
C 8.3520 -2.3082 -1.9597 0.6 -0.4 -0.7 -0.097
C 7.9551 -1.5859 -3.0836 -0.2 0.3 1.3 -0.006
H 6.8099 1.1864 -1.4762 0.3 -1.0 -0.1 0.127
H 7.5383 -0.1400 0.5341 -0.2 0.0 -0.1 0.103
H 8.7617 -2.3794 0.0704 0.2 -0.5 1.2 0.085
H 8.7874 -3.2753 -2.1600 0.1 -0.2 0.2 0.107
H 8.0308 -2.0036 -4.0473 0.1 -0.2 -1.0 0.108
F 0.7860 -6.1479 1.5322 -0.3 0.3 1.3 0.020
C 0.1411 -5.4455 2.5421 1.0 -1.0 -1.1 -0.276
C 0.3539 -5.6943 3.8785 1.8 -2.3 -0.1 -0.061
C -0.2885 -4.9704 4.8431 0.3 1.0 1.4 -0.080
C -1.1066 -3.8428 4.5124 1.2 -2.2 0.8 -0.062
C -1.2916 -3.7064 3.1746 -1.5 2.1 -2.2 -0.093
C -0.7004 -4.4815 2.1659 -1.4 1.2 -0.4 -0.023
H 1.0927 -6.5260 4.1147 -1.1 1.1 0.0 0.140
H -0.0043 -5.2476 5.8792 -0.6 0.5 -0.6 0.114
H -1.5249 -3.2247 5.3013 -0.1 0.0 -0.4 0.106
H -1.9345 -2.9073 2.7227 0.5 -0.6 0.9 0.103
H -0.9838 -4.3171 1.1197 0.3 0.0 0.4 0.120
F 2.5199 4.6280 3.2113 -0.1 0.7 0.1 0.063
C 3.2848 3.5569 2.9968 -0.2 -1.4 0.0 -0.313
C 2.7570 2.5320 2.2418 -0.3 0.9 -0.7 -0.032
C 3.4747 1.3847 2.0151 -0.4 -0.3 -0.3 -0.096
C 4.6362 1.1660 2.6982 0.7 0.2 1.4 -0.087
C 5.0907 2.1608 3.6077 0.1 -0.9 -0.9 -0.081
C 4.4721 3.3840 3.6897 -1.0 2.2 1.6 -0.022
H 1.7938 2.6295 1.7742 -0.3 0.3 -0.1 0.089
H 3.0306 0.6481 1.3577 0.2 -0.2 0.1 0.097
H 5.0553 0.1613 2.6837 0.4 0.4 -0.1 0.098
H 5.9178 1.9600 4.2499 0.6 -0.2 0.2 0.094
H 4.6383 4.2339 4.4621 0.4 -1.8 -1.4 0.157
F 3.6818 -2.5604 3.4284 -0.3 -0.5 -0.9 0.038
C 3.9735 -3.1450 4.6109 -0.2 1.7 -1.4 -0.321
C 3.7461 -4.4627 4.8242 -1.0 -1.4 -1.1 -0.031
C 3.9310 -4.9014 6.1012 1.5 -1.1 2.1 -0.061
C 4.5819 -4.1179 7.1119 -1.9 -0.1 -3.7 -0.061
C 4.7789 -2.8226 6.7686 0.2 2.5 0.1 -0.086
C 4.4230 -2.2659 5.5231 0.7 0.0 1.6 -0.020
H 3.3637 -5.1033 3.9891 0.3 0.6 1.0 0.131
H 3.7108 -5.9261 6.3739 -0.1 -0.1 -0.3 0.104
H 4.8499 -4.4484 8.0476 0.3 -1.0 1.9 0.079
H 5.1404 -2.1253 7.5082 0.3 0.0 0.2 0.106
H 4.4888 -1.2082 5.2402 0.2 -0.5 0.4 0.123
F -2.0683 -0.8240 -2.9817 -0.7 -1.0 0.8 0.039
C -2.0935 0.1054 -3.9377 1.0 1.2 -0.2 -0.278
C -0.8004 0.5697 -4.2911 -1.4 -1.2 1.1 -0.030
C -0.7670 1.4692 -5.3148 1.0 1.0 -0.9 -0.105
C -1.9525 2.0327 -5.8252 0.8 -0.3 0.0 -0.067
C -3.1843 1.6074 -5.3535 0.8 0.2 -0.4 -0.073
C -3.3075 0.6166 -4.4117 3.0 -0.8 0.1 -0.027
H 0.0761 0.1964 -3.6969 -0.9 0.3 -1.1 0.109
H 0.2380 1.7324 -5.7080 -1.1 0.3 0.2 0.090
H -1.8685 2.8030 -6.5871 -0.1 -0.2 0.1 0.102
H -4.0539 2.0192 -5.7653 -1.2 0.7 -0.5 0.094
H -4.2006 0.1941 -4.0795 -1.4 -0.4 0.4 0.096
F 4.8529 2.7417 -0.9041 0.0 -0.1 0.4 0.045
C 4.0939 2.4441 -1.9750 0.3 0.6 -0.5 -0.317
C 3.5680 1.1985 -2.1411 -0.7 -1.3 -1.5 -0.001
C 2.8694 0.9476 -3.3816 0.2 0.0 2.0 -0.065
C 2.6679 1.9291 -4.2967 0.7 0.1 -0.2 -0.084
C 3.2717 3.1612 -4.0455 -0.9 1.2 -2.6 -0.104
C 3.9487 3.4729 -2.9380 1.2 -0.4 2.6 -0.017
H 3.6962 0.3155 -1.4971 0.1 0.9 0.1 0.107
H 2.4514 -0.0272 -3.5282 0.0 -0.5 -0.1 0.076
H 2.2045 1.7337 -5.2553 -0.1 0.1 0.1 0.095
H 3.2155 3.9178 -4.8332 -0.1 -0.1 0.2 0.113
H 4.4335 4.4370 -2.7039 -0.4 -0.6 -0.5 0.136
F -1.4864 1.2079 7.8949 0.6 0.3 -0.6 0.028
C -0.4239 1.2025 7.0243 -1.1 2.0 0.1 -0.270
C 0.2956 0.0609 6.9456 -0.1 -1.3 1.6 -0.043
C 1.4146 0.0392 6.1554 0.9 -2.1 -0.3 -0.096
C 1.7625 1.0878 5.3381 0.4 -0.5 0.7 -0.080
C 1.0085 2.2474 5.4336 -0.1 0.5 -0.2 -0.080
C -0.0866 2.3608 6.2864 -0.7 -0.1 0.0 0.002
H 0.0447 -0.7559 7.6598 0.2 0.6 -0.8 0.138
H 2.0354 -0.8952 6.1773 -0.6 1.0 -0.1 0.111
H 2.6926 0.9048 4.8082 -0.2 0.8 -0.5 0.091
H 1.2660 3.1167 4.8551 0.1 0.2 -0.2 0.087
H -0.6560 3.3335 6.2901 0.5 -1.4 0.3 0.133
F -0.8827 -1.9124 -6.5503 1.4 0.3 -0.3 0.031
C 0.4873 -1.7266 -6.6404 -0.5 -1.0 1.3 -0.265
C 1.2694 -2.2057 -5.5780 -0.4 -0.4 0.7 -0.013
C 2.6684 -2.0609 -5.5969 -1.4 1.1 -1.6 -0.060
C 3.2811 -1.4294 -6.7144 -1.0 -0.9 1.8 -0.074
C 2.4686 -1.0092 -7.7322 0.1 0.0 0.3 -0.092
C 1.0826 -1.1436 -7.7078 0.3 0.4 -1.3 -0.025
H 0.6945 -2.6922 -4.7399 1.0 0.7 -0.8 0.097
H 3.2592 -2.2862 -4.7579 0.6 -0.7 1.0 0.065
H 4.3414 -1.2762 -6.6642 0.3 0.1 -0.4 0.100
H 2.9210 -0.5264 -8.5575 0.2 0.4 -0.9 0.095
H 0.5844 -0.8111 -8.6047 -0.6 0.0 0.2 0.119
N 0.8722 -6.0639 -2.1796 0.9 0.1 -1.3 0.066
C -0.0837 -6.4895 -1.3888 -1.7 0.5 -0.2 -0.155
C -1.3869 -5.9434 -1.4053 0.8 -1.5 1.1 -0.063
C -1.6463 -4.9019 -2.2482 -1.7 1.1 0.5 -0.105
C -0.6995 -4.5071 -3.1369 1.9 0.1 -0.9 -0.062
C 0.5549 -5.1495 -3.1046 -2.8 0.3 1.6 -0.134
H 0.1208 -7.3093 -0.7298 0.3 -0.2 0.4 0.096
H -2.1009 -6.3947 -0.7053 0.1 0.5 -0.4 0.114
H -2.5569 -4.2939 -2.1923 0.0 -0.7 0.0 0.096
H -0.8646 -3.6689 -3.8289 -0.1 -0.6 0.3 0.094
H 1.2073 -4.8167 -3.8309 2.0 0.2 -1.2 0.067
N -9.4381 0.0831 -2.2160 0.2 -0.4 -1.0 0.069
C -9.0560 -0.5438 -1.1045 -0.8 1.5 0.4 -0.197
C -8.0661 -1.4542 -1.0271 0.8 -1.4 -1.2 -0.095
C -7.4053 -1.8862 -2.1886 0.0 -0.1 2.2 -0.075
C -7.8335 -1.2875 -3.3179 0.0 -0.1 -2.7 -0.095
C -8.8394 -0.3277 -3.3568 -0.3 -0.2 3.0 -0.112
H -9.5291 -0.2455 -0.1695 -0.2 0.1 -0.2 0.112
H -7.9328 -1.9308 -0.1108 0.6 -0.6 1.5 0.071
H -6.6091 -2.6481 -2.1322 -0.5 0.5 -0.3 0.109
H -7.4478 -1.6630 -4.2548 0.2 0.2 -0.3 0.103
H -9.2614 0.1038 -4.2166 0.0 0.4 -1.3 0.089
N 0.5192 4.5277 -5.9301 0.2 2.5 -0.4 0.079
C 0.9259 5.6731 -6.5353 0.8 -0.1 0.1 -0.125
C 1.3329 6.8605 -5.8598 -0.3 -1.4 -2.3 -0.082
C 1.2843 6.8660 -4.5052 0.2 1.7 0.9 -0.097
C 0.7965 5.7621 -3.8452 0.0 -0.2 0.5 -0.053
C 0.4161 4.6847 -4.6090 -0.4 -0.9 0.0 -0.180
H 1.0276 5.6360 -7.6195 -0.1 0.0 0.1 0.097
H 1.7033 7.7128 -6.4434 -0.3 -0.4 0.3 0.107
H 1.5552 7.8308 -4.0483 0.0 -0.8 0.4 0.119
H 0.7263 5.6638 -2.7630 -0.1 0.3 -0.2 0.092
H -0.0571 3.8568 -4.1399 -0.1 -0.7 0.7 0.080
N -4.2787 3.1295 -1.6905 0.2 -1.3 -0.1 0.051
C -4.5267 1.8232 -1.7636 -0.4 -0.9 0.5 -0.122
C -5.7404 1.2306 -1.3387 0.6 -0.2 0.6 -0.046
C -6.7230 2.0615 -0.8504 -0.8 0.7 -0.4 -0.068
C -6.4986 3.4371 -0.8924 -1.1 -0.6 1.0 -0.071
C -5.2511 3.8667 -1.2036 0.3 3.0 -0.5 -0.184
H -3.7089 1.1815 -2.0951 -0.2 0.3 0.1 0.085
H -5.9027 0.1527 -1.2048 0.5 0.4 -0.5 0.090
H -7.6954 1.7064 -0.4982 0.5 -0.1 -0.1 0.097
H -7.2578 4.1461 -0.5626 0.2 -0.2 0.0 0.110
H -5.0475 4.9706 -1.1122 0.0 -1.2 -0.1 0.127
N -5.5299 0.3622 4.6656 -1.6 -0.1 -1.0 0.065
C -4.4208 0.9937 4.8229 1.7 0.8 -0.6 -0.177
C -4.1781 1.9797 5.7820 -0.3 -0.1 -0.3 -0.068
C -5.1851 2.3000 6.6150 -2.0 -0.2 1.5 -0.050
C -6.4200 1.5913 6.4500 2.4 2.6 1.0 -0.072
C -6.5664 0.7810 5.4088 -0.7 -3.0 -0.2 -0.162
H -3.6924 0.8123 4.0451 0.6 -0.3 0.3 0.088
H -3.2726 2.4970 5.8819 1.3 0.4 -0.3 0.079
H -5.1217 3.0493 7.4434 0.2 -0.8 -0.9 0.126
H -7.1261 1.7579 7.1939 -1.7 0.2 0.8 0.082
H -7.4891 0.2039 5.2962 0.1 0.3 -0.2 0.111
N 0.0153 5.7429 0.1050 2.8 -1.7 -0.4 0.075
C -1.1032 5.2839 -0.3830 -2.1 -0.3 -0.6 -0.204
C -1.3756 4.0723 -1.0587 0.8 -0.3 0.0 -0.035
C -0.2889 3.2094 -1.2200 -1.6 1.6 -0.3 -0.086
C 0.9174 3.6674 -0.7800 3.5 -0.1 0.9 -0.109
C 1.0897 4.8793 -0.1276 -2.4 1.0 0.2 -0.129
H -1.9501 5.9309 -0.2560 -0.4 0.4 0.2 0.095
H -2.3772 3.8005 -1.4662 0.9 0.5 0.6 0.078
H -0.4059 2.3389 -1.8059 0.1 -1.1 -0.3 0.075
H 1.8965 3.1182 -0.8833 -1.4 0.2 -0.2 0.103
H 2.0533 5.2098 0.2252 0.1 0.0 0.0 0.098
N -4.5152 -3.3086 -0.3883 -0.5 0.7 0.4 0.054
C -5.5567 -3.3486 0.5086 2.1 0.6 -0.3 -0.154
C -5.5070 -2.6131 1.6826 -0.7 -0.2 -0.7 -0.084
C -4.5617 -1.6232 1.8403 0.5 -0.4 1.0 -0.085
C -3.5201 -1.5468 0.9414 1.6 1.0 -1.1 -0.076
C -3.4998 -2.4235 -0.1754 -1.5 -0.5 1.3 -0.131
H -6.4355 -3.9588 0.3260 0.4 -0.4 -0.3 0.102
H -6.2484 -2.7986 2.4388 -0.3 0.2 0.2 0.103
H -4.6170 -1.0613 2.7724 0.2 0.3 -0.3 0.080
H -2.6716 -0.7833 1.0660 -1.4 -1.2 -0.2 0.101
H -2.6532 -2.4497 -0.8648 -0.3 0.1 0.1 0.081
N -4.0315 4.0354 2.7796 -0.1 0.9 0.5 0.054
C -3.0928 4.9505 3.1244 0.4 -0.6 -0.2 -0.148
C -1.7204 4.6863 3.0138 0.2 -0.3 -0.6 -0.059
C -1.2954 3.4418 2.4107 -0.5 2.1 1.6 -0.082
C -2.2802 2.6025 1.9882 -0.3 -1.5 -1.0 -0.089
C -3.6398 2.9118 2.2411 1.2 -0.5 -0.6 -0.182
H -3.5075 5.8986 3.5076 0.5 -0.5 -0.2 0.104
H -0.9788 5.4657 3.2738 -0.5 -0.6 0.0 0.105
H -0.2406 3.1748 2.3992 -0.2 0.2 -0.4 0.082
H -1.9841 1.7119 1.3652 -0.6 0.8 0.9 0.080
H -4.3854 2.1650 1.9852 -0.2 0.2 -0.1 0.100
N 4.1323 -3.1383 -2.1720 0.9 -0.1 1.0 0.085
C 4.9190 -2.4995 -1.2302 -1.0 0.2 -1.8 -0.147
C 5.0902 -2.8800 0.0491 -1.3 -2.9 0.8 -0.062
C 4.4511 -4.0890 0.4849 0.6 1.3 1.3 -0.071
C 3.7210 -4.7422 -0.4276 -0.7 0.0 -1.8 -0.083
C 3.6025 -4.2783 -1.7627 0.7 0.7 1.1 -0.134
H 5.3947 -1.6111 -1.5931 0.1 0.4 -0.1 0.070
H 5.6802 -2.3786 0.7339 1.2 1.2 1.0 0.070
H 4.4272 -4.4790 1.5389 0.4 0.8 -1.1 0.116
H 3.1291 -5.5617 -0.1569 -0.6 -1.3 0.3 0.078
H 3.0728 -4.8723 -2.4636 -0.5 -0.3 -0.5 0.067
N -0.5278 0.2773 0.5029 0.9 -0.2 1.4 0.059
C 0.0485 -0.2562 -0.5612 0.0 -0.8 -0.8 -0.150
C 1.0037 -1.2786 -0.5222 0.2 0.3 -1.8 -0.058
C 1.4350 -1.7107 0.6890 0.8 -1.0 1.0 -0.094
C 0.9815 -1.0965 1.8395 -1.6 0.6 0.3 -0.067
C -0.0349 -0.1186 1.7147 1.0 -0.4 -0.9 -0.117
H -0.3155 0.0316 -1.5483 -0.1 0.2 0.4 0.073
H 1.4366 -1.7139 -1.4623 -0.7 0.5 0.9 0.118
H 2.1103 -2.5621 0.8025 0.0 0.3 -0.3 0.102
H 1.3085 -1.4769 2.8053 -0.1 0.4 -0.1 0.100
H -0.4006 0.3944 2.5972 -0.3 -0.1 0.0 0.098
```
Positions in Å, forces in eV/Å.

***

2.
DFT (ωB97M-V/def2-TZVPD) results for C9H10AlN2O4 as an isolated structure.

- orbital gap (alpha / beta) (eV) = 3.7 / 3.7
- strongest force on any atom (eV/A) = 7.5
- energy above the lowest of the compared OMol25 structures with the same formula, charge and spin (kcal/mol) = 19.0
- charge = +3
- HOMO level (alpha / beta) (eV) = -18.009 / -18.005
- electronic energy (eV) = -27226.9976

```
26
Properties=species:S:1:pos:R:3:forces:R:3:nbo_charge:R:1
Al -0.0810 -0.3072 -1.3309 0.0 1.1 3.1 1.129
C -0.0501 -2.2545 -0.9744 0.1 -6.7 1.0 0.507
O -0.0310 -3.3738 -0.7271 -0.1 4.3 -0.8 -0.210
C -0.1358 -0.8549 -3.2123 -0.2 -1.2 -7.2 0.487
O -0.1677 -1.1914 -4.3075 0.1 1.3 4.5 -0.145
C 1.8533 -0.3224 -1.4084 7.4 0.7 -0.4 0.520
O 2.9999 -0.3330 -1.4371 -4.9 0.0 0.2 -0.153
C -2.0151 -0.3615 -1.2831 -7.4 0.5 0.1 0.519
O -3.1603 -0.3952 -1.2382 4.8 0.1 -0.1 -0.152
C -0.2079 4.7415 -1.9218 0.1 1.1 2.3 -0.369
H -1.1202 4.9793 -1.3406 0.5 -0.5 -0.4 0.218
H 0.7352 4.9983 -1.4008 -0.5 -0.5 -0.4 0.218
C -0.2469 4.4801 -3.2089 -0.1 0.1 -2.6 -0.368
H 0.6611 4.5025 -3.8429 -0.5 -0.3 0.6 0.219
H -1.1944 4.4835 -3.7827 0.6 -0.3 0.5 0.220
C 1.4832 -2.0833 3.0049 0.6 0.2 -0.2 -0.395
N 0.1845 -1.4223 2.6302 0.0 -1.4 1.8 -0.378
C -1.0117 -1.8477 3.4474 -1.0 0.6 -0.2 -0.409
C 0.0578 -0.7254 1.6089 0.3 -0.5 0.4 0.785
N -0.0187 -0.1693 0.5803 -0.1 1.1 -2.2 -0.765
H 1.7686 -1.8083 4.0279 -0.3 0.1 -0.3 0.280
H 2.2429 -1.7368 2.3019 0.1 0.0 0.2 0.219
H 1.3844 -3.1717 2.9249 -0.2 0.3 0.0 0.255
H -1.4717 -0.9446 3.8709 0.1 -0.4 0.0 0.262
H -1.7170 -2.3433 2.7708 0.1 0.1 0.3 0.227
H -0.7415 -2.5386 4.2483 0.4 0.2 -0.3 0.281
```
Positions in Å, forces in eV/Å.

***

3.
DFT (ωB97M-V/def2-TZVPD) results for C9H10AuN2S as an isolated structure.

- multiplicity = 3
- orbital gap (alpha / beta) (eV) = 6.6 / 5.4
- strongest force on any atom (eV/A) = 12.2
- charge = -1
- expectation value of S² = 2.013
- HOMO level (alpha / beta) (eV) = -3.303 / -3.711
- electronic energy (eV) = -26996.8310

```
23
Properties=species:S:1:pos:R:3:forces:R:3:nbo_charge:R:1
C 0.0658 -1.3097 -1.9872 -0.6 -1.4 1.5 -0.292
C -1.2846 -1.4257 -1.4489 0.9 -1.6 0.2 -0.338
C -1.2047 -2.0814 -0.1591 0.8 0.1 -1.5 -0.321
C 0.1831 -2.3844 0.1116 0.2 0.0 -2.4 -0.307
C 0.9774 -1.9215 -1.0183 -1.9 -1.1 0.4 -0.352
Au -0.0342 -0.0467 -0.1069 -0.6 -0.7 1.4 1.250
C -1.0013 1.6842 -0.9537 1.2 0.6 0.0 -0.687
C 0.4191 1.8776 -1.4049 0.0 3.5 -4.3 0.150
C 0.7540 2.4620 -2.6315 -0.9 -0.8 1.5 -0.665
N 1.3204 1.4027 -0.5628 0.5 0.6 2.1 -0.889
H -2.0298 -2.2761 0.4932 -0.2 0.0 0.2 0.241
H -2.1722 -1.0509 -1.9196 -0.2 0.0 0.0 0.235
H 0.5709 -2.8352 0.9970 0.1 -0.1 0.4 0.246
H 2.0425 -1.9567 -1.1053 0.3 -0.1 0.0 0.234
H 0.3447 -0.8215 -2.8903 0.1 0.3 -0.4 0.245
H -1.7642 1.6046 -1.7087 -0.1 0.0 -0.2 0.196
H 2.3048 1.4219 -0.7344 0.3 0.0 -0.6 0.367
H -1.2595 2.2415 -0.0715 -0.2 0.3 0.2 0.217
H -0.0192 2.8777 -3.2521 0.0 0.2 -0.2 0.183
H 1.7900 2.5308 -2.9103 0.2 0.0 -0.2 0.175
S -0.0014 0.0102 2.2973 0.1 0.1 -5.5 -0.304
C -0.0013 -0.0034 3.7959 -0.1 0.2 12.2 -0.030
N 0.0001 0.0001 5.0170 0.0 -0.1 -4.5 -0.555
```
Positions in Å, forces in eV/Å.